(1)
Below is a cluster of 2 separate species, C5H10N2 in total at a distorted geometry, with properties calculated with ωB97M-V/def2-TZVPD.

Geometry as XYZ:
```
17
Properties=species:S:1:pos:R:3:forces:R:3
C 0.7274 -1.8500 0.4254 -0.11 0.13 0.17
C 0.1664 -1.0138 -0.4293 0.01 0.15 0.85
N -1.0516 -0.6667 -0.9969 -0.12 -0.15 0.33
C 0.0740 0.3141 -0.9958 0.24 0.14 0.14
C 0.2288 1.4238 0.0098 -0.02 0.17 -0.16
C -0.9378 1.9421 0.7538 -0.28 0.26 -0.03
N 0.0800 1.1501 1.4305 0.02 -0.10 0.11
H 0.2058 -2.7498 0.7315 0.06 0.09 0.09
H 1.7345 -1.6623 0.7757 -0.04 -0.12 -0.05
H -1.7535 -0.5552 -0.2717 -0.21 0.16 -0.13
H 0.3709 0.5690 -2.0149 0.15 -0.25 0.31
H 1.0587 2.0855 -0.2309 -0.17 -0.01 0.03
H -0.9811 2.9853 1.0483 -0.04 -0.07 -0.04
H -1.9054 1.4912 0.5341 0.14 0.08 0.07
H -0.2065 0.1831 1.5748 0.00 0.17 0.01
H 0.9573 -2.1659 -1.7366 0.09 -0.16 -1.18
H 0.6993 -1.8952 -2.3882 0.28 -0.48 -0.51
```
Forces are in eV/Å.

## Properties
- Energy above the lowest of the compared OMol25 structures with the same formula, charge and spin: 454.1 kJ/mol
- Spin multiplicity: 1
- Structure (SMILES): C=C1N[C@H]1[C@H]1CN1.[H][H]
- Kohn-Sham gap: 9.95 eV
- HOMO: -8.90 eV

Calculated atomic charges, method Mulliken, unit e: C -1.042; C 0.044; N -0.507; C 0.263; C -0.076; C -0.497; N -0.610; H 0.281; H 0.279; H 0.308; H 0.391; H 0.416; H 0.266; H 0.144; H 0.344; H -0.064; H 0.060

=====

(2)
Below is the molecule C5H5NO at a distorted geometry, with properties calculated with ωB97M-V/def2-TZVPD.

Geometry as XYZ:
```
12
Properties=species:S:1:pos:R:3:forces:R:3
N -0.2207 -2.2815 -2.2509 -0.21 0.93 0.78
C -0.2220 -1.4399 -1.4569 -0.09 -0.81 -0.86
C -0.0379 -0.4390 -0.4215 0.00 -0.26 -0.27
C -0.6930 -0.2734 0.9621 -0.12 -0.04 0.08
C 0.6187 0.5581 0.8816 0.18 0.28 0.38
C 0.1674 1.0854 -0.4975 0.00 0.15 -0.16
O 1.2795 -0.5713 0.2206 0.03 -0.01 0.05
H -1.6188 0.3030 1.0267 0.07 -0.16 -0.14
H -0.7234 -1.1902 1.5530 0.29 0.27 0.11
H 1.1895 1.0892 1.6446 -0.25 -0.16 -0.03
H -0.7115 1.7363 -0.4964 0.09 -0.22 -0.18
H 0.9469 1.3905 -1.1962 0.00 0.04 0.24
```
Forces are in eV/Å.

## Properties
- Energy above the lowest of the compared OMol25 structures with the same formula, charge and spin: 317.6 kJ/mol
- Spin multiplicity: 1
- Kohn-Sham gap: 11.10 eV
- HOMO: -10.34 eV

Calculated atomic charges, method Mulliken, unit e: N -0.436; C -0.199; C 0.558; C -0.377; C -0.208; C -0.390; O -0.438; H 0.234; H 0.276; H 0.470; H 0.236; H 0.275

=====

(3)
Below is a structure of composition C28H52N2O2PrSi2 at a distorted geometry, with properties calculated with ωB97M-V/def2-TZVPD.

Geometry as XYZ:
```
87
Properties=species:S:1:pos:R:3:forces:R:3
O -1.3330 -1.6418 -1.4374 -0.19 -0.58 -0.03
O -1.3846 -3.5428 0.1046 0.46 -0.15 0.66
C -2.7086 -1.1778 -1.6834 0.39 -0.29 0.12
C -2.7530 -0.1591 -2.7884 -0.20 0.19 -0.23
H -3.0515 -0.7666 -0.7283 0.19 -0.07 -0.19
H -3.3126 -2.0644 -1.9155 -0.01 0.21 0.00
H -2.1395 0.7234 -2.5796 -0.07 -0.22 0.07
H -3.7888 0.1720 -2.9017 0.08 0.00 -0.03
H -2.4417 -0.5875 -3.7455 -0.09 0.10 0.08
C -0.7142 -2.3200 -2.5892 -0.01 0.86 0.21
C -1.4892 -3.4992 -3.1077 -0.17 -0.29 -0.24
H 0.2859 -2.5980 -2.2421 -0.15 0.04 0.04
H -0.5951 -1.5495 -3.3587 0.15 -0.25 0.10
H -1.7472 -4.2188 -2.3246 0.02 0.16 -0.10
H -0.8568 -4.0205 -3.8317 -0.09 0.04 0.00
H -2.3999 -3.1937 -3.6332 0.14 -0.09 0.10
C -0.0584 -4.0876 0.5751 -0.89 0.36 -0.18
C -2.5886 -3.8024 0.9420 0.48 0.12 -0.21
C 0.2670 -5.3011 -0.2459 0.10 -0.33 -0.17
H -0.1936 -4.3130 1.6380 0.11 0.13 -0.20
H 0.6579 -3.2692 0.4466 -0.20 -0.13 0.09
H -0.4957 -6.0780 -0.1135 0.24 0.19 -0.09
H 1.2252 -5.7113 0.0845 -0.06 0.04 -0.03
H 0.3526 -5.0626 -1.3143 -0.03 -0.03 0.29
C -3.0680 -5.1988 0.6506 -0.14 -0.29 -0.01
H -3.3125 -3.0331 0.6571 0.24 -0.09 0.06
H -2.2838 -3.6645 1.9870 -0.16 0.12 -0.26
H -3.1459 -5.3832 -0.4300 0.01 0.12 0.30
H -4.0609 -5.3382 1.0862 0.12 -0.01 0.01
H -2.3971 -5.9442 1.0921 -0.19 0.10 -0.10
H -1.3442 -2.6025 -0.4504 -0.12 0.13 -0.20
Pr 0.7956 1.1041 0.3171 -0.90 0.32 0.32
C -1.0413 -0.2574 1.4270 0.44 -0.04 -0.15
Si -1.5607 0.0667 3.1798 -0.41 -0.10 -0.18
H -1.9048 -0.1145 0.7598 0.12 0.18 0.08
H -0.7625 -1.3164 1.3195 0.05 -0.11 0.11
C -3.4376 -0.1415 3.2711 -0.08 0.01 0.08
C -1.1592 1.7829 3.8278 0.04 0.25 0.14
C -0.7650 -1.1775 4.3507 0.12 -0.14 0.13
C 0.8855 1.2246 -2.1022 0.22 0.18 -0.16
Si 2.5232 0.4971 -2.5744 -0.77 0.34 -0.54
H 0.8073 2.2656 -2.4538 -0.03 -0.12 0.12
H 0.0306 0.6807 -2.5352 0.27 -0.04 0.01
C 2.4098 -0.3997 -4.2216 0.23 -0.17 -0.09
C 2.9617 -0.8107 -1.2679 0.33 -0.38 0.16
C 3.9669 1.6985 -2.6284 0.02 0.11 0.12
H -0.5956 -2.1398 3.8501 -0.04 0.07 0.09
H -1.4096 -1.3674 5.2206 0.17 0.07 -0.16
H 0.2055 -0.8279 4.7297 -0.19 -0.09 -0.08
H -3.9259 0.4970 2.5209 0.08 -0.08 0.16
H -3.8457 0.1215 4.2571 0.05 -0.08 -0.21
H -3.7219 -1.1809 3.0503 0.03 0.17 0.06
H -1.2328 2.5657 3.0603 -0.04 -0.16 0.11
H -0.1526 1.8341 4.2696 -0.19 0.00 -0.12
H -1.8765 2.0325 4.6271 0.26 -0.01 -0.20
H 2.8310 -1.8042 -1.7218 0.06 0.13 0.24
H 2.3786 -0.8225 -0.3245 0.34 -0.17 -0.29
H 4.0238 -0.7022 -1.0036 -0.26 -0.20 0.12
H 4.8595 1.1816 -3.0142 -0.21 0.13 0.16
H 4.2075 2.0840 -1.6261 0.00 -0.03 -0.21
H 3.7775 2.5611 -3.2809 -0.02 -0.20 0.14
H 3.4131 -0.5533 -4.6434 -0.26 -0.12 -0.02
H 1.8115 0.1697 -4.9460 0.18 -0.10 0.20
H 1.9340 -1.3814 -4.0816 0.10 0.16 -0.14
C 5.5938 3.8324 2.6585 -0.34 -0.06 -0.22
C 5.0982 2.5400 2.4122 0.03 0.24 0.06
C 3.8344 2.3615 1.8485 -0.52 1.02 -0.24
C 3.0686 3.5102 1.5039 1.03 0.28 0.23
C 3.5789 4.8024 1.7157 0.35 -0.39 0.20
C 4.8341 4.9581 2.3024 -0.15 -0.36 -0.09
N 1.7904 3.3306 0.9525 -2.30 2.54 -0.76
N 1.1336 4.4371 0.6501 1.19 -2.72 0.82
C -0.1889 4.2574 0.2169 -1.28 0.66 -0.79
C -0.8960 5.4273 -0.2174 1.20 -0.40 0.50
C -2.1729 5.3197 -0.7435 -0.13 0.02 0.00
C -2.7741 4.0615 -0.8520 0.38 -0.49 0.22
C -2.0846 2.9085 -0.4079 -0.78 0.99 -0.36
C -0.8248 3.0038 0.1409 1.43 -0.90 0.32
H 6.5734 3.9679 3.1232 -0.34 -0.12 -0.19
H 5.7065 1.6739 2.6719 -0.19 0.21 -0.04
H 3.4159 1.3573 1.6780 0.33 0.35 0.13
H 2.9635 5.6505 1.4186 0.29 -0.21 0.17
H 5.2131 5.9643 2.4791 -0.02 -0.30 -0.01
H -0.3737 6.3848 -0.1343 -0.32 -0.20 -0.09
H -2.7101 6.2135 -1.0756 0.25 -0.35 0.13
H -3.7697 3.9691 -1.2852 0.18 0.07 0.10
H -2.5647 1.9320 -0.5118 0.01 0.23 0.06
```
Forces are in eV/Å.

## Properties
- Total charge: +1
- Spin multiplicity: 3
- Kohn-Sham gap (alpha / beta): 6.69 / 6.65 eV
- HOMO (alpha / beta): -10.02 / -9.99 eV

Calculated atomic charges, method Mulliken, unit e: O -0.217; O 0.509; C -0.323; C -1.546; H 0.385; H 0.361; H 0.271; H 0.441; H 0.366; C 0.135; C -1.496; H 0.105; H 0.611; H 0.116; H 0.483; H 0.344; C -0.085; C 0.106; C -1.187; H 0.414; H 0.058; H 0.286; H 0.464; H 0.228; C -1.343; H 0.283; H 0.157; H 0.275; H 0.436; H 0.336; H 0.124; Pr -0.037; C 0.853; Si 0.253; H -0.951; H -0.151; C -1.074; C -0.973; C -1.062; C -0.366; Si 0.302; H 0.542; H -0.069; C -1.080; C -0.872; C -1.081; H 0.193; H 0.336; H 0.330; H 0.302; H 0.380; H 0.228; H 0.178; H 0.297; H 0.412; H 0.340; H 0.104; H 0.449; H 0.313; H 0.267; H 0.337; H 0.338; H 0.327; H 0.255; C -0.536; C -0.792; C -0.269; C 0.609; C -0.391; C -0.580; N 0.811; N -0.481; C -0.052; C -0.254; C -0.634; C -0.685; C -0.292; C 0.315; H 0.387; H 0.386; H 0.280; H 0.436; H 0.381; H 0.455; H 0.355; H 0.421; H 0.409